C4H9N3S | ωB97M-V/def2-TZVPD

Element x y z (Å)
C -1.425 -1.008 0.374
C -2.098 1.268 -0.077
C 0.555 0.184 0.587
C 3.038 -0.580 -0.549
N -0.065 -0.936 0.243
N -2.201 -0.022 0.450
N -1.047 1.624 -0.636
S 2.130 0.664 0.439
H -1.825 -2.022 0.727
H -2.994 1.870 0.143
H -0.083 0.943 1.020
H 2.232 -1.350 -0.752
H 3.888 -1.015 -0.004
H 3.443 -0.013 -1.448
H 0.454 -1.695 -0.137
H -3.065 -0.378 0.748
H -0.936 2.466 -1.128

**Spin multiplicity**: 1
**HOMO level**: -19.07 eV
**Energy above the lowest of the compared OMol25 structures with the same formula, charge and spin**: 141.78 kJ/mol
**Frontier orbital gap**: 8.70 eV
**E**: -719.5414 Eh
**Total charge**: +2

These are the Mulliken partial charges, in e, on atoms 1 to 4: atom 1 (C): 0.03, atom 2 (C): -0.04, atom 3 (C): 0.12, atom 4 (C): -0.70



C4H9N3S | ωB97M-V/def2-TZVPD

Element x y z (Å)
C 1.776 2.702 -0.178
C 1.208 0.454 -1.189
C -0.027 -1.467 1.074
C -0.894 -0.550 0.608
N 1.417 1.566 -0.902
N 1.085 -0.640 -1.790
N -2.311 -0.753 0.756
S 3.033 2.871 0.827
H 0.974 3.412 -0.318
H -0.385 -2.213 1.760
H 1.009 -1.370 0.975
H -0.732 0.392 0.082
H 0.914 -0.830 -2.788
H 1.315 -1.417 -1.206
H -2.609 -1.634 1.173
H -2.837 -0.603 -0.169
H -2.935 0.079 1.286

**Spin multiplicity**: 1
**HOMO level**: -16.55 eV
**Energy above the lowest of the compared OMol25 structures with the same formula, charge and spin**: 255.60 kJ/mol
**Frontier orbital gap**: 7.58 eV
**E**: -719.4980 Eh
**Total charge**: +2

These are the Mulliken partial charges, in e, on atoms 1 to 4: atom 1 (C): -0.13, atom 2 (C): 0.48, atom 3 (C): -0.92, atom 4 (C): 0.16



C4H9N4 | ωB97M-V/def2-TZVPD

Element x y z (Å)
C 0.326 1.138 -0.568
C 1.618 0.544 -0.259
C 0.225 -1.292 1.835
C -0.806 0.544 -0.231
N 1.835 -0.645 0.415
N 0.735 -1.424 0.713
N 0.279 -2.043 -0.410
N -1.996 1.511 -0.366
H 0.365 2.216 -0.771
H 2.588 1.055 -0.429
H -0.851 -1.483 1.995
H 2.746 -1.126 0.413
H 0.068 -1.324 -1.176
H -0.597 -2.598 -0.254
H -1.855 2.209 -1.102
H -1.884 1.857 0.586
H -2.797 0.859 -0.390

**Spin multiplicity**: 1
**HOMO level (spin up / spin down)**: -11.76 / -11.76 eV
**Energy above the lowest of the compared OMol25 structures with the same formula, charge and spin**: 813.26 kJ/mol
**Frontier orbital gap (spin up / spin down)**: 6.69 / 6.69 eV
**E**: -376.2972 Eh
**Total charge**: +1

These are the Mulliken partial charges, in e, on atoms 1 to 4: atom 1 (C): -0.07, atom 2 (C): -0.25, atom 3 (C): -0.21, atom 4 (C): -0.56



C4H9N4 | ωB97M-V/def2-TZVPD

Element x y z (Å)
C 2.401 0.112 -0.499
C 1.242 -0.714 -0.820
C -0.254 -0.024 0.783
C -1.405 -0.268 1.590
N 3.220 0.895 -0.314
N 0.451 -1.122 0.166
N 0.172 0.483 -1.734
N -0.812 0.714 -0.838
H 1.613 -1.414 -1.540
H 0.367 0.836 1.070
H -1.039 -0.663 2.580
H -2.134 -0.858 0.919
H -1.916 0.708 1.878
H -0.116 -1.926 0.276
H 0.931 1.112 -1.688
H -1.794 0.410 -1.181
H -0.927 1.718 -0.648

**Spin multiplicity**: 1
**HOMO level**: -14.86 eV
**Energy above the lowest of the compared OMol25 structures with the same formula, charge and spin**: 386.94 kJ/mol
**Frontier orbital gap**: 11.17 eV
**E**: -376.4596 Eh
**Total charge**: +1

These are the Mulliken partial charges, in e, on atoms 1 to 4: atom 1 (C): 0.32, atom 2 (C): -0.13, atom 3 (C): -0.02, atom 4 (C): -1.23



C4H9N4O | ωB97M-V/def2-TZVPD

Element x y z (Å)
N -0.552 -1.965 1.019
O -0.349 -1.495 -0.280
C -0.151 -0.008 -0.194
N -1.177 0.686 0.359
C 0.074 0.455 -1.650
C 1.536 0.905 -1.823
N 2.373 0.799 -0.869
C 2.258 0.166 0.334
N 1.020 0.158 0.787
H 0.421 -2.425 1.327
H -1.285 -2.734 1.057
H -1.230 0.758 1.406
H -2.082 0.619 -0.081
H -0.660 1.217 -1.896
H -0.066 -0.324 -2.305
H 1.768 1.551 -2.649
H 3.182 -0.147 0.809
H 0.882 -0.394 1.645

**SMILES**: NO[C@]1(N)CC=NC=[NH+]1
**Spin multiplicity**: 1
**HOMO level**: -13.78 eV
**Energy above the lowest of the compared OMol25 structures with the same formula, charge and spin**: 364.09 kJ/mol
**Frontier orbital gap**: 8.16 eV
**E**: -451.7171 Eh
**Total charge**: +1

These are the Mulliken partial charges, in e, on atoms 1 to 4: atom 1 (N): -0.69, atom 2 (O): -0.29, atom 3 (C): 1.26, atom 4 (N): -0.54



C4H9N4O3 | ωB97M-V/def2-TZVPD

Element x y z (Å)
C -0.449 0.075 -0.428
C 1.964 -0.468 -0.202
C 1.639 -1.692 -0.964
C 1.009 1.690 0.377
N -1.230 1.001 -0.559
N 0.945 0.371 -0.096
N -4.507 -1.202 0.593
N -2.515 0.721 -0.966
O -3.702 -1.486 -0.480
O -4.662 -0.016 0.856
O 3.094 -0.083 0.060
H -0.784 -0.927 -0.562
H 0.964 -2.442 -0.351
H 0.923 -1.377 -1.782
H 2.529 -2.219 -1.366
H 0.342 1.803 1.204
H 2.045 1.729 0.826
H 0.777 2.435 -0.327
H -2.783 -0.314 -0.776
H -3.210 1.301 -0.509

**Spin multiplicity**: 1
**HOMO level**: -4.06 eV
**Frontier orbital gap**: 7.44 eV
**E**: -602.4801 Eh
**Total charge**: -1

These are the Mulliken partial charges, in e, on atoms 1 to 4: atom 1 (C): -0.45, atom 2 (C): 1.04, atom 3 (C): -1.22, atom 4 (C): -1.12